No. 1
{"formula": "C23H42NO3P2Pd", "method": "ωB97M-V with the def2-TZVPD basis set", "species": ["C", "C", "N", "C", "C", "C", "C", "P", "Pd", "P", "C", "O", "O", "H", "H", "H", "C", "C", "H", "H", "H", "H", "C", "C", "H", "H", "H", "H", "H", "H", "H", "H", "H", "H", "H", "H", "H", "H", "H", "H", "H", "H", "C", "C", "C", "C", "C", "C", "C", "C", "C", "C", "C", "C", "O", "H", "H", "H", "H", "H", "H", "H", "H", "H", "H", "H", "H", "H", "H", "H", "H", "H"], "positions_angstrom": [[3.3564, -3.4546, -2.4443], [2.7693, -2.3848, -1.7151], [1.4034, -2.3648, -1.5851], [0.6586, -3.4250, -1.8660], [1.2233, -4.5544, -2.4753], [2.5804, -4.5518, -2.7904], [3.5253, -1.2711, -1.1800], [2.6872, -0.3640, 0.1238], [0.4920, -0.5512, -0.5879], [-1.3891, -1.6697, -1.2732], [-0.8192, -3.3932, -1.4931], [3.7666, 0.6923, -3.1494], [1.7553, 1.8455, -2.4349], [4.4239, -3.3930, -2.6444], [0.5650, -5.3958, -2.6876], [3.0330, -5.4124, -3.2734], [3.1438, -1.2493, 1.6213], [3.3741, 1.3056, 0.2953], [-1.4253, -3.8746, -2.2738], [-1.0072, -3.9210, -0.5445], [3.7245, -0.0353, -2.4696], [4.6235, -1.3883, -1.1453], [-2.8161, -1.7175, -0.1625], [-2.0100, -1.2465, -2.9334], [0.9657, 1.1520, -1.9416], [1.6337, 2.7813, -2.2331], [2.7058, 1.5239, -2.7150], [3.6267, 0.2916, -4.0107], [0.1142, -1.1564, 0.9346], [0.0334, 0.4653, -1.8628], [4.2397, -1.2214, 1.7145], [2.6538, -0.7573, 2.4710], [2.8072, -2.2891, 1.5232], [4.4666, 1.2440, 0.4074], [3.1288, 1.9498, -0.5614], [2.9409, 1.7528, 1.2001], [-2.7837, -1.9690, -3.2338], [-2.4192, -0.2287, -2.9342], [-1.1678, -1.2781, -3.6374], [-3.6805, -2.1724, -0.6707], [-2.5523, -2.3097, 0.7256], [-3.0640, -0.6958, 0.1631], [-2.2354, 2.1835, -1.4725], [-3.2179, 2.5342, -0.3632], [-4.5768, 1.8597, -0.6148], [-2.7353, 2.2893, 1.0600], [-3.6217, 2.5630, 2.0904], [-3.2787, 2.3863, 3.4281], [-2.0051, 1.9196, 3.7674], [-1.0671, 1.6333, 2.7950], [0.3345, 1.1533, 3.1754], [1.2201, 2.3226, 3.6189], [0.2959, 0.0579, 4.2464], [-1.3774, 1.8884, 1.3983], [-0.4716, 1.7231, 0.5090], [-1.9589, 1.1258, -1.4130], [-1.3212, 2.7756, -1.3934], [-2.6929, 2.3541, -2.4555], [-3.3922, 3.6218, -0.4361], [-4.5468, 0.7921, -0.3452], [-5.3657, 2.3407, -0.0225], [-4.8538, 1.9382, -1.6751], [-4.6237, 2.9204, 1.8425], [-3.9984, 2.6105, 4.2168], [-1.7323, 1.7803, 4.8175], [0.7664, 0.7281, 2.2550], [0.7768, 2.8180, 4.4912], [2.2229, 1.9699, 3.8857], [1.3047, 3.0512, 2.8062], [-0.3308, -0.7791, 3.9134], [1.3061, -0.3225, 4.4392], [-0.1115, 0.4526, 5.1853]], "e_lumo_ev": [-2.82, -4.63], "e_tot_ev": -54211.3832, "relative_energy_kj_mol": 16.85, "total_charge": 1, "orbital_gap_ev": [3.81, 6.59], "e_homo_ev": [-6.6, -11.2], "spin_multiplicity": 5}



No. 2
{"formula": "C23H42O18", "method": "ωB97M-V with the def2-TZVPD basis set", "species": ["C", "C", "C", "O", "C", "O", "O", "H", "H", "H", "H", "H", "H", "C", "C", "C", "O", "C", "O", "O", "H", "H", "H", "H", "H", "H", "C", "C", "C", "O", "C", "O", "O", "H", "H", "H", "H", "H", "H", "C", "C", "C", "O", "C", "O", "O", "H", "H", "H", "H", "H", "H", "C", "C", "C", "O", "C", "O", "O", "H", "H", "H", "H", "H", "H", "C", "O", "H", "H", "H", "H", "C", "O", "H", "H", "H", "H", "C", "O", "H", "H", "H", "H"], "positions_angstrom": [[-3.6418, -2.2174, 1.7716], [-4.3261, -3.4130, 2.3969], [-5.2541, -4.1832, 1.4514], [-4.9882, -5.5397, 1.7710], [-3.7774, -5.6329, 2.3638], [-3.2114, -6.6441, 2.6015], [-3.2960, -4.3932, 2.6483], [-4.3187, -1.5793, 1.2005], [-2.8308, -2.4927, 1.0878], [-3.0552, -1.6061, 2.4649], [-4.8056, -3.1283, 3.3326], [-5.0997, -3.9257, 0.4044], [-6.2976, -4.0086, 1.7125], [-6.0208, 3.4805, 1.5963], [-5.0491, 2.6061, 2.3221], [-4.6785, 1.2769, 1.6082], [-3.2678, 1.2316, 1.7123], [-2.7656, 2.4218, 2.1103], [-1.6082, 2.6584, 2.2371], [-3.7624, 3.2965, 2.3245], [-5.6679, 3.8272, 0.6263], [-6.3244, 4.3471, 2.1782], [-6.9213, 2.8862, 1.3857], [-5.3006, 2.4415, 3.3692], [-5.0193, 1.3620, 0.5786], [-5.0763, 0.4662, 2.2080], [2.0618, 3.7294, 2.6000], [3.2499, 2.8261, 2.8837], [4.5235, 3.5238, 3.3328], [5.0495, 2.6518, 4.3366], [4.0121, 1.9329, 4.8562], [4.0600, 1.3332, 5.8747], [2.9530, 1.9911, 4.0195], [1.3983, 3.7740, 3.4580], [1.4852, 3.3380, 1.7622], [2.4266, 4.7166, 2.3090], [3.4014, 2.1280, 2.0582], [4.2941, 4.4712, 3.8363], [5.2425, 3.7425, 2.5481], [3.4260, -0.9018, -3.8285], [2.4942, -1.2919, -4.9675], [2.8549, -2.6130, -5.6837], [1.7257, -3.4562, -5.4793], [0.7966, -2.8059, -4.7550], [-0.2377, -3.2614, -4.4006], [1.1756, -1.5331, -4.4724], [4.4543, -0.9279, -4.1911], [3.3077, -1.4926, -2.9226], [3.1705, 0.1354, -3.5972], [2.5140, -0.4795, -5.6966], [3.7287, -3.0506, -5.1884], [3.1354, -2.5119, -6.7293], [1.3384, 0.6058, -0.7603], [0.5849, 0.6209, 0.5461], [-0.4937, -0.4636, 0.7726], [-0.0845, -1.0733, 1.9830], [0.9859, -0.4406, 2.5168], [1.4636, -0.6926, 3.5660], [1.4933, 0.4601, 1.6284], [0.6714, 0.6790, -1.6187], [1.8754, -0.3334, -0.9290], [2.0675, 1.4135, -0.7680], [0.0856, 1.5915, 0.6293], [-0.5247, -1.1521, -0.0751], [-1.4613, 0.0207, 0.8634], [4.6719, 2.4778, -1.4429], [5.6087, 3.3310, -2.0385], [3.6397, 2.6037, -1.8073], [4.8727, 1.4106, -1.6016], [4.6425, 2.7227, -0.3832], [5.6132, 3.2428, -2.9944], [1.6479, -3.7407, -0.7763], [2.4981, -4.8334, -1.1319], [1.9837, -2.7756, -1.1695], [0.6422, -3.9263, -1.1676], [1.6137, -3.7039, 0.3089], [2.6532, -4.7952, -2.0786], [-1.3456, 0.9171, -3.7606], [-1.0029, 2.0989, -4.4506], [-1.0191, 0.1012, -4.4131], [-0.8948, 0.6791, -2.7952], [-2.4182, 0.7445, -3.6200], [-1.7476, 2.7037, -4.4593]], "e_lumo_ev": -0.09, "e_tot_ev": -61386.1930, "relative_energy_kj_mol": 5.90, "orbital_gap_ev": 10.30, "e_homo_ev": -10.4, "smiles": "C[C@H]1COC(=O)O1.C[C@H]1COC(=O)O1.C[C@H]1COC(=O)O1.C[C@H]1COC(=O)O1.C[C@H]1COC(=O)O1.CO.CO.CO"}



No. 3
{"formula": "C23H43AsN5O4P2Y", "method": "ωB97M-V with the def2-TZVPD basis set", "species": ["Y", "C", "N", "C", "P", "O", "O", "P", "O", "N", "C", "C", "N", "C", "C", "N", "C", "C", "H", "H", "H", "H", "H", "H", "H", "H", "H", "H", "H", "H", "H", "H", "H", "H", "H", "H", "H", "H", "H", "H", "H", "H", "C", "C", "C", "C", "C", "C", "N", "C", "C", "C", "C", "C", "C", "H", "H", "H", "H", "H", "H", "H", "H", "H", "H", "C", "As", "C", "C", "O", "H", "H", "H", "H", "H", "H", "H", "H", "H"], "positions_angstrom": [[-0.9538, 0.1967, -0.6495], [0.1606, -2.1558, 3.6575], [0.7550, -1.5209, 2.4557], [0.6407, -2.3999, 1.2741], [0.4662, 0.0594, 2.2252], [-0.8242, 0.4159, 1.5204], [1.6845, 0.5773, 1.2566], [2.2695, 0.4617, -0.2277], [1.1600, 0.2451, -1.2296], [3.2528, -0.8203, -0.1958], [4.2813, -0.9345, 0.8501], [3.5847, -1.5144, -1.4564], [2.9305, 1.9405, -0.4402], [3.7804, 2.5320, 0.6077], [3.4326, 2.2063, -1.8052], [0.6611, 0.8367, 3.6099], [1.9095, 0.6938, 4.3730], [-0.1977, 1.9626, 4.0000], [0.7151, -3.0699, 3.8595], [-0.8895, -2.4081, 3.4955], [0.2422, -1.5045, 4.5215], [1.0911, -3.3603, 1.5183], [1.1966, -1.9998, 0.4265], [-0.4012, -2.5727, 0.9930], [3.9820, -0.3982, 1.7485], [5.2421, -0.5483, 0.5043], [4.4040, -1.9862, 1.1074], [2.8114, -1.3447, -2.2017], [3.6487, -2.5849, -1.2633], [4.5437, -1.1731, -1.8499], [3.4054, 2.2800, 1.5966], [3.7582, 3.6161, 0.5004], [4.8189, 2.2032, 0.5204], [2.8399, 1.6739, -2.5464], [4.4802, 1.9146, -1.9079], [3.3548, 3.2739, -2.0079], [2.4512, -0.1969, 4.0609], [1.6746, 0.6005, 5.4327], [2.5467, 1.5696, 4.2340], [-1.1289, 1.9392, 3.4414], [0.3115, 2.9141, 3.8309], [-0.4326, 1.8790, 5.0601], [-5.2719, -2.7670, 0.9375], [-4.4698, -3.7120, 0.3034], [-3.3430, -3.3265, -0.4061], [-3.0062, -1.9767, -0.5088], [-3.8108, -1.0376, 0.1351], [-4.9306, -1.4282, 0.8599], [-1.8568, -1.5416, -1.2291], [-1.5287, -2.1916, -2.4547], [-2.5086, -2.6844, -3.3182], [-2.1505, -3.2827, -4.5143], [-0.8139, -3.3945, -4.8871], [0.1626, -2.9045, -4.0396], [-0.1926, -2.3210, -2.8265], [-6.1584, -3.0738, 1.4759], [-4.7266, -4.7627, 0.3602], [-2.7241, -4.0702, -0.8926], [-3.5866, 0.0237, 0.0537], [-5.5484, -0.6812, 1.3430], [-3.5544, -2.5839, -3.0569], [-2.9260, -3.6626, -5.1678], [-0.5423, -3.8687, -5.8205], [1.2088, -2.9990, -4.3075], [0.5832, -1.9966, -2.1426], [-1.4294, 4.2906, -2.8591], [-1.6601, 3.5709, -1.1138], [-0.0883, 3.8509, -0.0662], [-3.1047, 4.4214, -0.2163], [-1.9797, 1.9135, -1.2531], [-1.0820, 5.3199, -2.7993], [-2.3900, 4.2490, -3.3666], [-0.7089, 3.6769, -3.3940], [0.0555, 4.9229, 0.0603], [0.7816, 3.4141, -0.5563], [-0.2375, 3.3885, 0.9090], [-2.8599, 5.4690, -0.0517], [-3.2598, 3.9188, 0.7355], [-4.0008, 4.3382, -0.8255]], "e_lumo_ev": -4.53, "e_tot_ev": -120643.9173, "total_charge": 2, "orbital_gap_ev": 7.39, "e_homo_ev": -11.9}